Arrangement w

DFT (wB97M-V/def2-TZVPD) results for C28H27FeGeI2NO4S as an isolated structure.

```
! wB97M-V def2-TZVPD RIJCOSX def2/J DEFGRID3
* xyz 2 5
Fe -2.0649 -0.6293 -0.1052
O -5.4150 0.2864 2.6375
C -4.2797 0.1695 2.0147
O -4.1559 -0.2807 0.8813
C -3.0676 0.6105 2.7505
C -3.0572 1.2061 4.0060
C -1.8309 1.5961 4.5332
C -0.6742 1.3679 3.8015
C -0.7878 0.7456 2.5582
N -1.9564 0.3903 2.0465
C 0.4005 0.4543 1.6909
O 1.5262 0.7692 1.9897
O 0.1098 -0.1504 0.5733
H -6.1793 -0.0095 2.1074
H -3.9841 1.3418 4.5405
H -1.7785 2.0722 5.5004
H 0.3028 1.6424 4.1684
I -1.5620 -3.2332 0.9346
C -3.0848 -4.0470 -0.3773
I -4.0505 -2.4846 -1.5005
H -3.8235 -4.5686 0.2288
H -2.5973 -4.7225 -1.0782
C -1.9078 3.2167 0.0164
S -2.0151 1.8924 -1.2164
C -3.6174 2.3046 -1.9598
H -2.7536 3.1644 0.6955
H -1.8999 4.1760 -0.4949
H -0.9742 3.0893 0.5545
H -3.5261 3.2731 -2.4462
H -4.3886 2.3317 -1.1959
H -3.8484 1.5421 -2.6969
C -0.1059 -3.1376 -3.8457
C 1.1373 -3.4369 -3.3148
C 1.6786 -2.6340 -2.3244
C 0.9805 -1.5267 -1.8538
C -0.2755 -1.2429 -2.3820
C -0.8166 -2.0452 -3.3743
Ge 1.8565 -0.3297 -0.5118
C 3.1993 -1.3544 0.5773
C 4.4621 -0.8325 0.7947
C 5.4060 -1.5917 1.4697
C 5.0780 -2.8593 1.9172
C 3.8068 -3.3684 1.7128
C 2.8582 -2.6168 1.0373
C 2.0746 1.5899 -1.0314
C 1.5905 1.9748 -2.2753
C 1.6753 3.3025 -2.6605
C 2.2543 4.2345 -1.8156
C 2.7518 3.8448 -0.5824
C 2.6655 2.5187 -0.1887
H -0.5175 -3.7458 -4.6347
H 1.6901 -4.2876 -3.6810
H 2.6533 -2.8624 -1.9136
H -0.7963 -0.3340 -2.0701
H -1.7750 -1.8016 -3.8068
H 4.7154 0.1537 0.4347
H 6.3935 -1.1916 1.6382
H 5.8162 -3.4551 2.4347
H 3.5452 -4.3491 2.0809
H 1.8612 -3.0119 0.8786
H 1.1663 1.2389 -2.9462
H 1.3070 3.5980 -3.6321
H 2.3317 5.2653 -2.1277
H 3.2212 4.5675 0.0672
H 3.0499 2.2116 0.7730
*
```

The highest occupied orbital energy (alpha / beta) comes out at -13.85 / -13.85 eV. Its expectation value of S² is 6.01. As for the lowest unoccupied orbital energy (alpha / beta): -0.2338 / -0.2410 hartree.

Arrangement x

DFT (wB97M-V/def2-TZVPD) results for C28H27FeGeI2NO4S as an isolated structure.

```
! wB97M-V def2-TZVPD RIJCOSX def2/J DEFGRID3
* xyz 2 5
Fe -1.4090 1.4761 0.3033
O -1.5139 4.3558 -3.0010
C -1.3053 3.5546 -1.9880
O -2.1742 2.9186 -1.4081
C 0.1086 3.4661 -1.5252
C 1.1649 4.2334 -1.9805
C 2.4012 4.0746 -1.3563
C 2.5336 3.1654 -0.3183
C 1.4222 2.4122 0.0355
N 0.2456 2.5637 -0.5537
C 1.4242 1.3629 1.1156
O 2.2199 1.3199 2.0018
O 0.4017 0.4853 0.9456
H -2.4547 4.3640 -3.2380
H 1.0216 4.9429 -2.7822
H 3.2481 4.6652 -1.6771
H 3.4659 3.0215 0.2098
I -2.2201 0.5091 3.1286
C -1.9131 2.5116 3.7350
I -1.7424 3.7556 2.0239
H -0.9785 2.5665 4.2810
H -2.7562 2.8528 4.3249
C -4.7574 1.6519 0.0285
S -3.4904 0.5100 -0.5688
C -3.9699 -1.0008 0.2845
H -4.8261 1.5991 1.1129
H -5.7087 1.3843 -0.4255
H -4.4794 2.6548 -0.2836
H -4.9203 -1.3402 -0.1219
H -4.0666 -0.8370 1.3542
H -3.2061 -1.7518 0.0914
C -2.3733 -4.2904 1.6589
C -2.0102 -4.2194 0.3229
C -1.0628 -3.2908 -0.0888
C -0.4577 -2.4391 0.8365
C -0.8099 -2.5428 2.1854
C -1.7724 -3.4537 2.5922
Ge 0.9719 -1.3008 0.2478
C 2.7175 -1.6257 0.9581
C 3.8363 -0.9401 0.4751
C 5.0960 -1.2080 0.9805
C 5.2525 -2.1676 1.9714
C 4.1545 -2.8611 2.4542
C 2.8909 -2.5908 1.9515
C 0.8830 -0.8858 -1.6373
C -0.3039 -0.3762 -2.1696
C -0.4165 -0.0480 -3.5098
C 0.6723 -0.2465 -4.3512
C 1.8486 -0.7799 -3.8503
C 1.9558 -1.1008 -2.5024
H -3.1112 -5.0126 1.9803
H -2.4608 -4.8879 -0.3978
H -0.7840 -3.2465 -1.1353
H -0.3169 -1.9246 2.9263
H -2.0322 -3.5371 3.6388
H 3.7284 -0.1894 -0.2999
H 5.9590 -0.6786 0.6006
H 6.2383 -2.3801 2.3626
H 4.2840 -3.6159 3.2174
H 2.0425 -3.1529 2.3228
H -1.1892 -0.2859 -1.5348
H -1.3504 0.3297 -3.9043
H 0.5921 -0.0094 -5.4034
H 2.6848 -0.9577 -4.5123
H 2.8779 -1.5314 -2.1350
*
```

The highest occupied orbital energy (alpha / beta) comes out at -14.02 / -14.02 eV. Its expectation value of S² is 6.01. As for the lowest unoccupied orbital energy (alpha / beta): -0.2315 / -0.2356 hartree.

Q: Which of them is the most stable? A: arrangement x.

Arrangement w

DFT (wB97M-V/def2-TZVPD) results for a 2-piece molecular cluster, C2H4NO2S overall.

```
! wB97M-V def2-TZVPD RIJCOSX def2/J DEFGRID3
* xyz -1 1
C 1.0981 -0.2960 0.5808
C -0.5862 -0.5511 -0.6451
N 1.7191 -1.3209 0.7886
O -2.0836 1.5777 -1.4823
O -0.9493 1.8450 0.6216
S -0.7706 1.4230 -0.8230
H 0.9648 0.7707 0.7696
H -0.3854 -1.0205 -1.5184
H -1.3904 -1.1485 0.0370
H 2.3836 -1.2794 1.6713
*
```

The highest occupied orbital energy comes out at -3.19 eV. As for the lowest unoccupied orbital energy: 0.1494 hartree.

Arrangement x

DFT (wB97M-V/def2-TZVPD) results for a 2-piece molecular cluster, C2H4NO2S overall.

```
! wB97M-V def2-TZVPD RIJCOSX def2/J DEFGRID3
* xyz -1 1
C 0.2573 0.1117 -0.5561
C -0.2437 -1.2894 1.9674
N 0.9534 -0.6808 -1.1316
O 0.4631 2.5525 -1.3996
O -1.8357 2.3200 -0.5324
S -0.7540 1.7285 -1.3559
H -0.0927 -2.2775 1.5481
H 0.7096 -0.8837 2.4427
H -0.5599 -0.6594 1.0658
H 1.1025 -0.9221 -2.0484
*
```

The highest occupied orbital energy (alpha / beta) comes out at -4.53 / -1.92 eV. As for the lowest unoccupied orbital energy (alpha / beta): 0.1374 / 0.1215 hartree.

Q: Which of them is the most stable? A: arrangement w.

Arrangement w

DFT (wB97M-V/def2-TZVPD) results for C18H23FN4O as an isolated structure.

```
! wB97M-V def2-TZVPD RIJCOSX def2/J DEFGRID3
* xyz 0 1
C 2.4189 -5.1709 3.3444
C 1.9802 -3.8951 2.4882
H 1.6503 -3.1190 3.0479
H 2.8333 -3.5641 1.9588
C 0.9897 -4.3848 1.7553
C 0.3196 -3.3803 0.8386
C -0.8523 -2.6347 1.2198
N -0.9747 -1.5010 0.3746
C -0.3833 -1.2599 -0.7421
N 0.5646 -1.9072 -1.1484
C 1.1261 -3.1751 -0.6431
O 2.1723 -3.7617 -0.9762
H 1.0917 -1.6765 -1.8781
N -0.9915 -0.2375 -1.6353
C -1.9065 0.6360 -0.9537
H -2.6952 -0.0518 -0.2328
H -2.7816 0.9690 -1.6940
C -1.5242 1.8358 -0.3048
N -0.5749 2.6558 -1.4592
C -0.5741 3.8824 -1.2993
C 0.0076 4.6846 -2.3146
C -0.0577 5.9068 -2.3935
C -0.2553 6.7094 -1.2562
C -0.7841 5.9349 -0.0898
C -0.4802 4.6700 -0.1839
H -1.0493 4.2130 0.7691
H -0.9087 6.6248 1.0600
H -0.0695 7.8282 -1.2584
H 0.2524 6.5081 -3.1708
F 0.0811 4.1159 -3.5274
C 0.4936 1.7369 -1.9579
H 1.1234 2.3007 -2.5364
C -0.2011 0.5122 -2.5651
H 0.5927 -0.0983 -2.8112
H -0.8732 0.7948 -3.2511
H 1.1007 1.4041 -1.2531
H -2.0940 2.5732 -0.0007
H -1.0837 1.5100 0.4497
C -1.4679 -2.8059 2.3199
H -0.8607 -2.9356 3.1323
H -2.3906 -1.9217 2.4672
H -2.1662 -3.9359 2.2460
H 1.2840 -5.3209 0.9519
H 0.0249 -4.9614 2.2750
H 3.0033 -6.0892 2.7357
H 1.6735 -5.4496 3.9897
H 3.2166 -4.7684 4.1127
*
```

The highest occupied orbital energy comes out at -7.63 eV. As for the lowest unoccupied orbital energy: 0.0172 hartree.

Arrangement x

DFT (wB97M-V/def2-TZVPD) results for one molecule with the formula C18H23FN4O.

```
! wB97M-V def2-TZVPD RIJCOSX def2/J DEFGRID3
* xyz 0 1
C 3.2689 -1.8185 -0.6565
N 1.8373 -1.8978 -0.8605
C 1.4018 -2.5991 -1.9363
O 2.1785 -3.1018 -2.7365
C -0.0578 -2.7722 -2.1114
C -1.0522 -3.2160 -1.2493
C -2.1929 -3.3220 -2.0470
N -1.9264 -2.9752 -3.2936
N -0.6421 -2.6664 -3.3301
C -0.0355 -2.2347 -4.5565
H 0.0520 -1.1456 -4.5828
H -0.6724 -2.5615 -5.3755
H 0.9560 -2.6769 -4.6466
H -3.1801 -3.6305 -1.7671
H -0.9611 -3.4533 -0.2095
C 0.9772 -1.1423 0.0265
C 0.9284 -1.7142 1.4461
C -0.0772 -0.8976 2.2505
C 0.3006 0.5792 2.2141
N 0.3543 1.0511 0.8409
C 1.3763 0.3382 0.1001
H 1.4289 0.7496 -0.9117
H 2.3681 0.4458 0.5735
C 0.5290 2.4921 0.7787
C -0.7101 3.2052 1.2479
C -0.6408 4.3644 2.0080
C -1.7684 5.0402 2.4362
C -3.0143 4.5437 2.0981
C -3.1147 3.3878 1.3408
C -1.9740 2.7296 0.9196
H -2.0405 1.8257 0.3347
H -4.0866 2.9999 1.0763
H -3.9034 5.0597 2.4265
H -1.6568 5.9370 3.0250
F 0.5726 4.8601 2.3498
H 1.4002 2.8292 1.3661
H 0.7079 2.7649 -0.2673
H -0.4507 1.1663 2.7469
H 1.2725 0.7248 2.7218
H -0.1054 -1.2408 3.2856
H -1.0728 -1.0185 1.8205
H 0.6435 -2.7669 1.4198
H 1.9116 -1.6422 1.9152
H -0.0343 -1.1717 -0.3879
H 3.6624 -0.8516 -0.9770
H 3.7327 -2.5977 -1.2593
H 3.5101 -1.9796 0.3928
*
```

The highest occupied orbital energy comes out at -8.97 eV. As for the SMILES: CN(C(=O)c1ccnn1C)[C@H]1CCCN(Cc2ccccc2F)C1. As for the lowest unoccupied orbital energy: 0.0256 hartree.

Q: Which of them is the most stable? A: arrangement x.

Arrangement w

DFT (wB97M-V/def2-TZVPD) results for one molecule with the formula CHINO2P.

```
! wB97M-V def2-TZVPD RIJCOSX def2/J DEFGRID3
* xyz 0 1
C -0.3873 0.5218 -0.0570
N -0.1588 1.3395 0.7643
O -0.1162 1.6602 1.9196
O 1.3997 -1.4907 -1.5194
P 1.1121 -1.1955 -0.1313
I -1.4349 -1.7118 0.1296
H -0.4146 0.8765 -1.1058
*
```

The highest occupied orbital energy comes out at -8.86 eV. As for the lowest unoccupied orbital energy: -0.0595 hartree.

Arrangement x

DFT (wB97M-V/def2-TZVPD) results for CHINO2P as an isolated structure.

```
! wB97M-V def2-TZVPD RIJCOSX def2/J DEFGRID3
* xyz 0 1
C 0.0011 0.4398 -0.9020
N 0.3148 1.5390 -0.6128
O 0.4054 2.6246 -0.1961
O -1.4602 -0.5076 1.5573
P -0.8858 -1.2416 0.4537
I 1.1614 -2.5906 1.2563
H 0.4633 -0.2636 -1.5563
*
```

The highest occupied orbital energy (alpha / beta) comes out at -9.33 / -9.33 eV. As for the lowest unoccupied orbital energy (alpha / beta): -0.0639 / -0.0638 hartree.

Q: Which of them is the most stable? A: arrangement x.

Arrangement w

DFT (wB97M-V/def2-TZVPD) results for C38H48BrIrN3O2Si4Te as an isolated structure.

```
! wB97M-V def2-TZVPD RIJCOSX def2/J DEFGRID3
* xyz 0 2
Ir -1.7964 0.2282 1.5268
Br -0.3072 -3.0672 2.7890
C -1.2807 -1.9379 3.9247
C -1.5114 -2.4195 5.2043
C -2.1616 -1.6073 6.1118
C -2.5482 -0.3452 5.7012
C -2.2954 0.0449 4.4038
N -1.6687 -0.7386 3.4906
C -2.7592 1.4251 3.9643
O -3.2325 2.1749 4.7908
O -2.6185 1.6660 2.7066
H -1.1703 -3.4097 5.4649
H -2.3556 -1.9547 7.1176
H -3.0486 0.3642 6.3437
C -4.7766 2.2329 -0.3761
C -4.1701 3.2935 -1.1337
C -2.8431 3.4141 -1.2182
C -1.8691 2.4502 -0.5622
N -2.5806 1.3158 0.0253
C -3.9347 1.3372 0.1777
C -0.0074 2.5325 1.1318
C 1.1563 3.2657 1.4116
C 2.2136 2.7168 2.1103
C 2.1529 1.3957 2.5313
C 1.0132 0.6544 2.2605
C -0.0713 1.2083 1.5844
H -5.8436 2.1496 -0.2460
H -4.7965 4.0080 -1.6547
H -2.3967 4.1953 -1.8163
H -4.3411 0.5146 0.7680
H 1.2049 4.2951 1.0775
H 3.0901 3.3179 2.3165
H 2.9774 0.9508 3.0740
H 0.9494 -0.3722 2.6031
C -1.9788 7.1015 1.6456
C -2.2754 6.0240 2.4685
C -1.9795 4.7300 2.0658
C -1.3775 4.5057 0.8327
C -1.0662 5.5898 0.0174
C -1.3728 6.8821 0.4165
N -1.0424 3.1733 0.4277
C -0.9794 1.9972 -1.7336
C 0.1956 2.6694 -2.0469
C 0.8103 2.4851 -3.2786
C 0.2562 1.6240 -4.2116
C -0.8918 0.9113 -3.8892
C -1.5043 1.0946 -2.6585
H -2.2179 8.1091 1.9609
H -2.7504 6.1871 3.4275
H -2.2305 3.8827 2.6882
H -0.5784 5.4094 -0.9334
H -1.1329 7.7173 -0.2294
H 0.6140 3.3657 -1.3321
H 1.7154 3.0319 -3.5140
H 0.7217 1.4925 -5.1798
H -1.3284 0.2377 -4.6165
H -2.4437 0.6019 -2.4321
C 1.2636 -4.4219 -3.9948
Si 0.6848 -2.7810 -3.2837
C 1.6128 -1.4686 -4.2500
C -1.1583 -2.7040 -3.6345
Si 1.1218 -2.5367 -0.9505
Te -1.1494 -1.5071 -0.2695
Si 3.0605 -1.2516 -0.5714
C 3.7080 -1.5263 1.1679
C 4.3690 -1.9372 -1.7380
C 2.7500 0.5488 -0.9475
Si 1.3735 -4.7167 -0.0361
C -0.3004 -5.5638 0.0494
C 2.2925 -4.7554 1.6169
C 2.4936 -5.7557 -1.1333
H 1.1017 -4.3842 -5.0759
H 0.7023 -5.2728 -3.6066
H 2.3263 -4.5986 -3.8247
H 1.1558 -1.3594 -5.2375
H 2.6504 -1.7730 -4.4014
H 1.6039 -0.4920 -3.7693
H -1.3058 -2.8400 -4.7103
H -1.6097 -1.7566 -3.3450
H -1.6979 -3.5014 -3.1187
H 4.0498 -2.5545 1.2909
H 2.9643 -1.3157 1.9352
H 4.5623 -0.8653 1.3403
H 4.5698 -2.9932 -1.5456
H 5.3022 -1.3906 -1.5729
H 4.1005 -1.8258 -2.7883
H 1.9226 0.9531 -0.3600
H 2.4999 0.6776 -2.0027
H 3.6394 1.1473 -0.7334
H -1.0600 -4.9718 0.5616
H -0.2178 -6.5278 0.5578
H -0.6600 -5.7509 -0.9657
H 2.2228 -3.8642 2.2347
H 3.3513 -4.9116 1.3975
H 1.9538 -5.6094 2.2098
H 2.0539 -6.0334 -2.0864
H 2.7152 -6.6755 -0.5832
H 3.4457 -5.2564 -1.3252
*
```

The highest occupied orbital energy (alpha / beta) comes out at -6.62 / -6.59 eV. Its expectation value of S² is 0.76. As for the lowest unoccupied orbital energy (alpha / beta): -0.0214 / -0.0739 hartree.

Arrangement x

DFT (wB97M-V/def2-TZVPD) results for C38H48BrIrN3O2Si4Te as an isolated structure.

```
! wB97M-V def2-TZVPD RIJCOSX def2/J DEFGRID3
* xyz 0 2
Ir -1.5920 0.6151 -1.2906
Br -1.3555 0.7771 2.4224
C -2.9956 0.9545 1.5440
C -4.1108 1.1877 2.3381
C -5.3307 1.4086 1.7303
C -5.3818 1.4311 0.3480
C -4.2258 1.2066 -0.3655
N -3.0361 0.9202 0.2132
C -4.2615 1.3778 -1.8733
O -5.3040 1.6549 -2.4227
O -3.1091 1.2510 -2.4487
H -3.9954 1.2037 3.4111
H -6.2139 1.5954 2.3264
H -6.2760 1.6479 -0.2178
C 0.5433 1.0203 -4.9967
C 0.4118 -0.2405 -5.5567
C -0.3274 -1.2008 -4.8960
C -0.9081 -0.9032 -3.6691
N -0.6833 0.3009 -3.0906
C -0.0222 1.2522 -3.7607
C -1.8026 -1.7841 -2.9116
C -2.2071 -3.0323 -3.3773
C -3.0840 -3.7952 -2.6250
C -3.5520 -3.3012 -1.4143
C -3.1537 -2.0511 -0.9580
C -2.2797 -1.2565 -1.6986
H 1.0801 1.8144 -5.4944
H 0.8679 -0.4677 -6.5114
H -0.4714 -2.1796 -5.3283
H 0.0382 2.2067 -3.2603
H -1.8533 -3.4121 -4.3274
H -3.4075 -4.7640 -2.9816
H -4.2353 -3.8963 -0.8204
H -3.5319 -1.7004 -0.0037
C 3.1153 3.9800 -0.5286
C 2.0388 4.7588 -0.1019
C 0.7412 4.3207 -0.2480
C 0.4269 3.0656 -0.8340
C 1.5327 2.2877 -1.2260
C 2.8386 2.7465 -1.0858
N -0.8843 2.6610 -0.9607
C -1.8394 3.6951 -1.0744
C -1.8721 4.5286 -2.1980
C -2.8500 5.4950 -2.3460
C -3.8325 5.6596 -1.3756
C -3.8005 4.8598 -0.2457
C -2.8101 3.8969 -0.0930
H 4.1329 4.3342 -0.4309
H 2.2200 5.7213 0.3620
H -0.0711 4.9424 0.1054
H 1.3814 1.3321 -1.7104
H 3.6487 2.1161 -1.4349
H -1.1102 4.4123 -2.9603
H -2.8535 6.1182 -3.2317
H -4.6084 6.4030 -1.5009
H -4.5453 4.9872 0.5307
H -2.7584 3.3143 0.8223
C 3.0666 -4.9466 1.9003
Si 2.0173 -3.8962 0.7476
C 2.8309 -3.9023 -0.9432
C 0.2981 -4.6367 0.6158
Si 1.8306 -1.6842 1.5717
Te 0.4692 -0.8748 -0.4117
Si 3.8370 -0.4586 1.4071
C 3.5143 1.2836 2.0120
C 5.1333 -1.2673 2.5018
C 4.4755 -0.5097 -0.3586
Si 1.0071 -1.6507 3.7788
C -0.6923 -2.4490 3.8600
C 1.0682 0.0798 4.5210
C 2.1558 -2.6970 4.8389
H 3.1515 -5.9579 1.4929
H 2.6320 -5.0299 2.8963
H 4.0763 -4.5457 2.0056
H 2.8661 -4.9281 -1.3211
H 3.8545 -3.5266 -0.8977
H 2.2784 -3.2945 -1.6601
H 0.3530 -5.6397 0.1842
H -0.3465 -4.0327 -0.0285
H -0.1836 -4.7153 1.5922
H 3.4020 1.2908 3.0984
H 2.6145 1.7147 1.5686
H 4.3484 1.9407 1.7528
H 4.8656 -1.2450 3.5586
H 6.0718 -0.7161 2.3882
H 5.3226 -2.3042 2.2191
H 3.6805 -0.4044 -1.0983
H 4.9859 -1.4569 -0.5441
H 5.1974 0.2956 -0.5171
H -1.3534 -2.1480 3.0480
H -1.1833 -2.2056 4.8060
H -0.5799 -3.5350 3.8154
H 0.9189 0.8946 3.8122
H 2.0571 0.2292 4.9615
H 0.3330 0.1813 5.3231
H 2.2204 -3.7292 4.4967
H 1.7649 -2.7110 5.8608
H 3.1662 -2.2890 4.8784
*
```

The highest occupied orbital energy (alpha / beta) comes out at -6.58 / -6.47 eV. Its expectation value of S² is 0.76. As for the lowest unoccupied orbital energy (alpha / beta): -0.0054 / -0.0703 hartree.

Q: Which of them is the most stable? A: arrangement x.